The ion C4H6NO with charge +1 at a distorted geometry, computed with wB97M-V/def2-TZVPD.

Each atom is followed by the atoms it is bonded to, with distances in Å.
Atoms and positions in Å:
1 C -1.820 -0.506 -0.205  N2 1.444, H7 1.021, H8 1.008, H9 1.170
2 N -0.611 0.283 -0.167  C1 1.444, C3 1.266, C4 1.510
3 C -0.117 1.445 -0.273  N2 1.266, C4 1.411, H10 1.048
4 C 0.875 0.483 0.013  N2 1.510, C3 1.411, C5 1.461, O6 1.537
5 C 1.898 -0.391 0.583  C4 1.461, O6 1.432, H11 1.117, H12 1.106
6 O 1.947 -0.216 -0.838  C4 1.537, C5 1.432
7 H -2.608 0.123 -0.047  C1 1.021
8 H -1.747 -1.252 0.469  C1 1.008
9 H -1.867 -1.037 -1.247  C1 1.170
10 H -0.200 2.490 -0.304  C3 1.048
11 H 2.849 -0.105 1.092  C5 1.117
12 H 1.400 -1.318 0.924  C5 1.106

## Properties
- Gap between HOMO and LUMO: 0.35988 Ha
- SMILES: C[N+]1=C[C@@]12CO2
- 2S+1: 1
- Charge: +1
- DFT total energy: -7770.45484 eV
- Max |F|: 4.820 eV Å⁻¹